1.
3 unconnected molecules or ions with the total composition C29H51N4O5 in a non-equilibrium geometry, computed with ωB97M-V with the def2-TZVPD basis set.

Computed properties:
Orbital gap (spin up / spin down), Ha: 0.219 / 0.189
Electronic energy, Ha: -1730.522342
HOMO energy (spin up / spin down), eV: -4.13 / -4.13

The geometry in ORCA input format:
```
! wB97M-V def2-TZVPD RIJCOSX def2/J DEFGRID3
* xyz -1 3
C 0.338 2.354 5.490
C 0.002 1.536 6.831
N -0.931 0.387 6.662
C -0.373 -0.692 5.801
N -0.567 -0.491 4.341
C -1.993 -0.520 3.930
O -2.730 0.716 4.278
C -4.033 0.216 4.668
C -4.980 -0.148 3.464
C -6.373 -0.732 3.789
C -6.839 -0.975 5.249
C -5.870 -0.574 6.399
C -4.447 0.014 6.140
C -0.842 -2.166 6.305
O -2.056 -2.418 6.661
O 0.073 -3.223 6.346
H 0.820 1.701 4.670
H -0.571 2.891 5.036
H 1.120 3.176 5.717
H -0.528 2.285 7.540
H 0.994 1.264 7.336
H -1.095 -0.060 7.582
H 0.775 -0.682 5.977
H -0.065 -1.243 3.842
H -2.055 -0.585 2.779
H -2.589 -1.417 4.329
H -4.652 0.001 2.388
H -7.077 -1.012 2.940
H -7.875 -1.432 5.418
H -6.164 -0.705 7.495
H -3.744 0.286 7.002
C 2.247 1.665 -1.443
C 1.794 1.772 0.039
C 0.723 0.705 0.359
C -0.675 1.035 -0.143
C -1.087 2.442 0.273
C -0.059 3.504 -0.161
N 1.326 3.168 0.295
O 1.380 3.387 1.640
C -0.105 3.651 -1.702
C -0.520 4.892 0.347
C 3.062 1.394 0.852
H 2.484 2.647 -1.866
H 3.160 1.074 -1.555
H 1.496 1.189 -2.077
H 0.660 0.565 1.445
H 1.026 -0.264 -0.053
H -0.728 0.923 -1.231
H -1.388 0.314 0.271
H -2.070 2.670 -0.154
H -1.218 2.467 1.359
H 0.643 4.365 -2.053
H -1.085 4.018 -2.025
H 0.044 2.716 -2.241
H -0.645 4.925 1.432
H -1.488 5.161 -0.084
H 0.195 5.671 0.061
H 3.863 2.123 0.701
H 3.440 0.416 0.540
H 2.864 1.315 1.924
C 0.916 -3.942 -4.513
C 1.044 -2.395 -4.559
C 0.187 -1.812 -5.709
C 0.803 -1.956 -7.096
C 2.245 -1.459 -7.107
C 3.106 -2.141 -6.025
N 2.491 -2.039 -4.666
O 2.638 -0.755 -4.242
C 3.325 -3.622 -6.416
C 4.535 -1.543 -6.064
C 0.396 -1.919 -3.230
H 1.852 -4.416 -4.198
H 0.167 -4.273 -3.789
H 0.621 -4.368 -5.474
H 0.014 -0.744 -5.531
H -0.803 -2.282 -5.710
H 0.751 -2.997 -7.431
H 0.216 -1.376 -7.816
H 2.678 -1.633 -8.098
H 2.247 -0.374 -6.964
H 3.896 -4.153 -5.650
H 3.887 -3.696 -7.352
H 2.403 -4.176 -6.590
H 4.545 -0.460 -5.912
H 5.004 -1.722 -7.036
H 5.172 -2.001 -5.302
H 0.964 -2.269 -2.363
H -0.623 -2.309 -3.139
H 0.309 -0.831 -3.171
*
```

2.
2 unconnected molecules or ions with the total composition C5H10N2 in a non-equilibrium geometry, computed with ωB97M-V with the def2-TZVPD basis set.

Computed properties:
Orbital gap, Ha: 0.307
ΔE to the lowest compared entry with this formula, charge and spin, kcal per mole: 63.8
Electronic energy, Ha: -305.206826
HOMO energy, eV: -19.93

The geometry in ORCA input format:
```
! wB97M-V def2-TZVPD RIJCOSX def2/J DEFGRID3
* xyz 2 1
C -0.632 0.915 2.661
C -0.600 -2.031 -0.570
C 0.753 0.253 0.741
C 2.083 0.228 0.247
C -0.789 0.134 -1.677
N 0.056 0.555 1.681
N -0.399 -0.817 -0.725
H -0.753 0.257 3.522
H -1.099 1.899 2.696
H -1.184 -2.607 -1.295
H -0.213 -2.593 0.270
H 2.255 1.031 -0.480
H 2.798 0.375 1.070
H 2.333 -0.717 -0.244
H -1.416 -0.303 -2.463
H 0.088 0.580 -2.153
H -1.360 0.940 -1.203
*
```

3.
A gas-phase ion, C5H6N (charge +1) in a non-equilibrium geometry, computed with ωB97M-V with the def2-TZVPD basis set.

Computed properties:
Orbital gap (spin up / spin down), Ha: 0.266 / 0.277
ΔE to the lowest compared entry with this formula, charge and spin, kcal per mole: 76.3
Electronic energy, Ha: -248.337593
HOMO energy (spin up / spin down), eV: -11.48 / -15.75

The geometry in ORCA input format:
```
! wB97M-V def2-TZVPD RIJCOSX def2/J DEFGRID3
* xyz 1 3
C -1.119 -0.006 -0.019
C 0.286 -0.343 0.096
C -1.910 1.053 -0.035
C 2.589 0.474 -0.084
C -0.689 -1.410 -0.101
N 1.464 0.046 -0.009
H -2.943 1.121 -0.310
H -1.442 1.973 0.344
H 3.312 0.503 0.663
H 2.786 0.728 -1.190
H -0.916 -2.124 0.800
H -0.563 -1.900 -1.025
*
```

4.
A molecular structure, C48H48BN4O8P2S2TeTi in a non-equilibrium geometry, computed with ωB97M-V with the def2-TZVPD basis set.

Computed properties:
Orbital gap, Ha: 0.231
ΔE to the lowest compared entry with this formula, charge and spin, kcal per mole: 40.9
Electronic energy, Ha: -5300.206456
HOMO energy, eV: -9.35

The geometry in ORCA input format:
```
! wB97M-V def2-TZVPD RIJCOSX def2/J DEFGRID3
* xyz 1 1
Ti -0.008 -0.080 -0.567
N -2.930 3.973 -0.857
C -2.806 2.912 0.216
C -2.644 3.504 1.597
C -2.284 2.338 2.534
N -0.984 1.822 2.129
C -3.337 1.234 2.452
C -3.673 0.778 1.031
N -2.594 -0.014 0.404
C -3.985 1.972 0.135
H -2.104 4.571 -0.870
H -3.753 4.559 -0.729
H -2.998 3.498 -1.763
H -1.900 2.380 -0.044
H -3.570 3.983 1.932
H -1.843 4.250 1.625
H -2.275 2.725 3.560
H -0.748 0.991 2.661
H -0.264 2.508 2.309
H -4.261 1.600 2.909
H -3.019 0.378 3.052
H -4.578 0.164 1.084
H -3.002 -0.506 -0.387
H -2.387 -0.756 1.065
H -4.904 2.465 0.471
H -4.135 1.621 -0.889
O 0.129 1.048 -3.392
S -0.554 2.035 -2.597
O -2.168 1.389 -2.476
O -0.226 1.856 -1.099
C -2.570 0.752 -3.642
C -3.063 1.529 -4.679
C -3.417 0.952 -5.891
C -3.266 -0.411 -6.070
C -2.784 -1.192 -5.030
C -2.434 -0.625 -3.811
S -2.061 -1.808 -2.534
O -3.202 -1.842 -1.658
O -1.622 -3.010 -3.154
O -0.874 -1.180 -1.758
H -3.146 2.600 -4.534
H -3.795 1.572 -6.692
H -3.526 -0.873 -7.012
H -2.672 -2.260 -5.157
Te 5.180 1.054 -0.272
C 6.257 -0.487 0.698
C 7.343 -0.171 1.506
C 8.002 -1.197 2.170
N 7.652 -2.476 2.090
C 6.622 -2.768 1.301
C 5.905 -1.824 0.584
C 3.265 0.249 -0.231
P 2.151 0.404 1.098
C 2.158 2.112 1.750
C 2.033 2.421 3.104
C 1.923 3.741 3.518
C 1.937 4.768 2.585
C 2.070 4.470 1.235
C 2.179 3.152 0.821
C 2.836 -0.590 2.473
C 2.482 -1.921 2.667
C 3.172 -2.718 3.568
C 4.237 -2.197 4.286
C 4.611 -0.876 4.095
C 3.921 -0.080 3.194
P 2.333 -0.291 -1.578
C 2.274 -2.093 -1.840
C 1.698 -2.640 -2.988
C 1.517 -4.006 -3.091
C 1.900 -4.843 -2.048
C 2.455 -4.307 -0.898
C 2.634 -2.935 -0.792
C 3.054 0.407 -3.084
C 2.967 1.778 -3.306
C 3.671 2.371 -4.338
C 4.481 1.596 -5.160
C 4.589 0.234 -4.935
C 3.883 -0.361 -3.898
H 7.671 0.852 1.645
H 8.849 -0.970 2.809
H 6.354 -3.819 1.232
H 5.085 -2.131 -0.048
H 2.016 1.629 3.842
H 1.838 3.966 4.574
H 1.867 5.798 2.910
H 2.114 5.269 0.504
H 2.292 2.918 -0.231
H 1.681 -2.374 2.094
H 2.875 -3.751 3.700
H 4.787 -2.822 4.977
H 5.459 -0.468 4.630
H 4.250 0.938 3.033
H 1.380 -1.993 -3.798
H 1.064 -4.422 -3.981
H 1.754 -5.912 -2.134
H 2.749 -4.951 -0.078
H 3.052 -2.512 0.112
H 2.359 2.398 -2.655
H 3.594 3.438 -4.500
H 5.035 2.059 -5.966
H 5.233 -0.372 -5.559
H 3.993 -1.422 -3.722
O -0.517 -1.249 2.454
B -0.252 -1.524 1.103
O -0.365 -2.884 0.868
C -0.642 -3.466 2.088
C -0.806 -4.799 2.390
C -1.074 -5.099 3.722
C -1.166 -4.104 4.690
C -0.996 -2.759 4.374
C -0.737 -2.474 3.052
H -0.731 -5.563 1.628
H -1.214 -6.132 4.013
H -1.371 -4.382 5.716
H -1.052 -1.983 5.124
*
```